No. 1
Molecular formula: C2H2Cl3NO
Method: DFT, wB97M-V/def2-TZVPD

Computed properties:
E_HOMO = -9.4 eV
frontier orbital gap = 0.333 hartree
ΔE to the lowest compared entry with this formula, charge and spin = 65.1 kcal/mol
molecular weight = 162.403 g/mol

Each line ends with the Löwdin charge.
Element x y z (Å)
Cl: -0.37663 -0.09220 2.16331  0.62
Cl: 1.84695 0.85432 0.52849  0.55
Cl: 1.26970 -1.94752 0.41020  0.62
O: -0.60615 1.99783 -1.15600  0.03
N: -0.96850 1.21760 -0.36692  -0.10
C: 0.52384 -0.38054 0.66429  -1.59
C: -0.43697 -0.18645 -0.54289  -0.33
H: -1.15750 -1.02125 -0.22950  0.12
H: -0.09475 -0.44179 -1.47097  0.07



No. 2
Molecular formula: C2H2Cl3NO
Method: DFT, wB97M-V/def2-TZVPD

Computed properties:
E_HOMO = -9.3 eV
frontier orbital gap = 0.302 hartree
ΔE to the lowest compared entry with this formula, charge and spin = 79.6 kcal/mol
molecular weight = 162.403 g/mol

Each line ends with the Löwdin charge.
Element x y z (Å)
Cl: -1.30927 1.09514 -1.81072  0.68
Cl: -2.19841 -1.06002 1.87766  0.56
Cl: 1.00601 2.14177 0.24213  0.59
O: 0.23977 -1.23592 2.17978  -0.06
N: -0.56990 -1.14988 1.31279  -0.46
C: 0.96182 0.60050 -0.52095  -0.67
C: 0.02841 0.21687 -1.42074  -0.73
H: 1.76346 0.08414 0.02109  0.05
H: 0.07812 -0.69260 -1.88105  0.03



No. 3
Molecular formula: C2H2Cl3NO2
Method: DFT, wB97M-V/def2-TZVPD

Computed properties:
E_HOMO (alpha / beta) = -10.0 / -9.0 eV
frontier orbital gap (alpha / beta) = 0.326 / 0.277 hartree
ΔE to the lowest compared entry with this formula, charge and spin = 127.1 kcal/mol
molecular weight = 178.402 g/mol

Each line ends with the Löwdin charge.
Element x y z (Å)
Cl: 0.92795 -1.80026 0.27978  0.65
Cl: 2.95161 0.36638 -0.12064  0.50
Cl: -0.32087 2.05334 0.18908  0.79
O: -2.03403 -1.58813 -0.38760  0.07
O: -2.53622 0.46083 0.32884  0.00
N: -1.88189 -0.44519 -0.14918  -0.28
C: 1.19273 -0.08488 0.41412  -1.13
C: 0.29548 0.65472 -0.44731  -0.73
H: 0.99998 0.10134 1.41176  0.02
H: 0.40526 0.28186 -1.51885  0.12



No. 4
Molecular formula: C2H2ClF2I
Method: DFT, wB97M-V/def2-TZVPD

Computed properties:
E_HOMO = -10.2 eV
frontier orbital gap = 0.374 hartree
ΔE to the lowest compared entry with this formula, charge and spin = 11.6 kcal/mol
molecular weight = 226.391 g/mol

Each line ends with the Löwdin charge.
Element x y z (Å)
I: -2.11494 1.20874 -0.30212  0.85
Cl: -0.82707 -1.78014 -0.90035  0.64
F: -0.76179 -0.62628 1.35717  -0.12
F: 1.67236 -0.68087 -0.15216  -0.02
C: -0.61880 -0.29303 0.04591  -1.27
C: 0.83045 0.34220 -0.05007  -0.29
H: 0.99752 0.90878 -0.89030  0.08
H: 0.82227 0.92060 0.89193  0.13